Entry 1:
# C46H28AuN7

A molecular structure, C46H28AuN7 at a distorted geometry (ωB97M-V/def2-TZVPD, OMol25).

Structure (XYZ):
```
82
Properties=species:S:1:pos:R:3:forces:R:3
Au -0.352 -0.057 0.024 0.41 0.88 -0.05
C -0.963 5.821 4.908 0.43 1.53 -0.55
C -0.817 6.044 3.510 -0.53 -0.42 1.75
C -1.012 4.981 2.676 -0.11 -1.54 -0.51
C -1.347 3.653 3.185 -0.29 1.33 -0.71
C -1.706 3.560 4.532 0.08 -0.28 -0.23
C -1.504 4.661 5.359 0.07 -0.74 0.35
C -1.237 2.486 2.282 -0.48 0.71 -1.53
C -0.622 1.334 2.768 0.81 -2.06 0.09
C -0.148 1.077 4.077 0.28 0.58 -0.51
C 0.241 -0.264 4.133 -0.53 0.92 0.54
C -0.046 -0.845 2.909 -0.24 1.28 -0.23
N -0.540 0.140 2.005 0.65 -1.07 2.58
C 0.113 -2.251 2.705 0.75 -2.50 -2.19
C 0.282 -2.779 1.353 -0.63 1.60 0.60
C 0.333 -4.150 0.959 0.25 -1.04 -1.23
C 0.545 -4.198 -0.408 -0.32 -0.99 0.76
C 0.616 -2.854 -0.902 -0.54 0.11 1.76
C 0.908 -2.490 -2.187 0.19 1.78 -0.94
C 1.533 -3.459 -3.187 -0.08 0.38 0.64
C 2.536 -4.352 -2.726 -1.04 1.26 0.83
C 3.177 -5.126 -3.655 1.11 -1.76 0.68
C 2.836 -5.167 -5.000 0.26 0.20 -0.61
C 1.865 -4.291 -5.451 -0.46 0.50 -0.73
C 1.218 -3.424 -4.569 -0.13 0.60 1.24
C 0.712 -1.050 -2.570 -0.85 -0.18 -0.67
N -0.281 -0.199 -2.010 2.07 -0.31 -1.30
C -0.240 0.971 -2.812 -0.01 -0.83 0.18
C -1.244 1.980 -2.629 0.24 0.69 0.84
C -1.635 2.903 -3.747 -0.47 -0.72 1.01
C -1.908 4.269 -3.465 -0.42 0.11 -1.47
C -2.158 5.103 -4.574 0.63 -0.24 -0.29
C -2.359 4.545 -5.861 -0.17 1.52 1.56
C -2.392 3.189 -6.007 0.80 -0.98 -1.32
C -1.859 2.357 -5.033 -0.70 -0.11 0.62
C -1.745 2.196 -1.332 -0.31 0.98 0.84
C -2.917 2.968 -0.903 0.78 -0.90 -1.74
C -2.867 3.072 0.439 -0.68 1.53 0.26
C -1.671 2.524 0.888 1.30 -1.17 1.64
N -1.011 1.908 -0.148 -0.88 -0.97 -0.78
C 0.739 0.846 -3.823 -0.81 0.73 0.59
C 1.280 -0.421 -3.697 0.55 -0.81 0.64
N 0.354 -1.984 0.224 0.02 -1.11 -0.90
C 0.175 -3.279 3.831 -0.70 0.90 -0.02
C -0.731 -3.106 4.914 0.15 0.33 -0.33
C -0.841 -4.032 5.942 -0.15 0.69 -0.52
C -0.001 -5.115 5.876 0.56 -1.37 1.17
C 0.915 -5.365 4.853 -0.74 1.55 -0.07
C 1.006 -4.430 3.823 -1.07 0.43 0.83
H -0.659 6.564 5.671 -0.42 -0.22 -0.82
H -0.661 7.044 3.160 0.49 0.20 -0.32
H -0.833 5.129 1.604 -0.16 -0.33 0.42
H -2.072 2.624 4.976 0.11 0.48 -0.43
H -1.695 4.601 6.410 -0.17 -0.32 0.44
H -0.046 1.856 4.842 0.04 -0.70 -0.41
H 0.621 -0.745 5.023 0.02 -0.14 -0.28
H 0.201 -5.019 1.614 0.02 0.64 -0.46
H 0.565 -5.113 -1.055 0.11 1.15 0.86
H 2.785 -4.367 -1.623 -0.06 -0.01 -1.65
H 3.944 -5.788 -3.228 -0.18 0.21 -0.60
H 3.339 -5.784 -5.779 -0.25 0.36 1.12
H 1.674 -4.265 -6.538 -0.17 0.10 0.75
H 0.486 -2.637 -4.822 0.42 -0.81 -0.45
H -2.035 4.700 -2.462 0.86 -0.45 -0.48
H -2.063 6.194 -4.467 -0.52 -0.56 0.06
H -2.544 5.192 -6.710 -0.10 0.00 0.11
H -2.679 2.820 -6.998 0.18 -0.23 0.47
H -1.787 1.265 -5.208 0.13 0.91 0.26
H -3.654 3.343 -1.604 -0.04 -0.15 0.31
H -3.588 3.538 1.087 -0.05 0.19 0.03
H 1.068 1.669 -4.464 -0.37 -0.58 0.06
H 2.067 -0.855 -4.314 -0.27 0.18 0.27
H -1.341 -2.208 4.963 0.03 -0.16 -0.27
H -1.564 -3.894 6.770 0.66 -0.10 -0.63
H -0.006 -5.770 6.742 -0.03 -0.27 -0.23
H 1.573 -6.207 4.884 0.17 -0.35 0.03
H 1.689 -4.605 3.039 0.76 0.08 -0.69
N 2.219 0.966 -0.030 1.70 -0.37 0.25
C 3.401 0.880 -0.067 0.16 0.24 -0.85
N 4.726 0.944 -0.145 -1.96 -0.06 0.84
C 5.442 0.244 -0.992 0.25 0.21 -0.70
N 6.196 -0.217 -1.755 -0.41 -0.16 0.43
```
Forces are in eV/Å.

Values from the calculation:
E_tot, eV: -62273.376
LUMO energy (spin up / spin down), eV: -1.98 / -3.41
HOMO-LUMO gap (spin up / spin down), Eh: 0.151 / 0.121
2S+1: 3
Largest force on an atom, eV Å⁻¹: 3.404
Charge: 0


Entry 2:
# C20H11N3O5Rh

A molecular structure, C20H11N3O5Rh (ωB97M-V/def2-TZVPD, OMol25).

Structure (XYZ):
```
40
Properties=species:S:1:pos:R:3:forces:R:3
Rh 0.287 0.280 0.189 -0.46 -0.07 -0.30
C 3.236 -2.339 2.067 0.00 0.01 0.00
C 2.762 -3.623 1.746 -0.01 0.06 0.00
C 1.624 -3.721 1.008 -0.04 0.03 -0.03
C 0.943 -2.562 0.578 -0.10 -0.12 -0.04
N 1.414 -1.312 0.896 0.15 -0.11 0.10
C 2.556 -1.238 1.638 0.00 0.05 0.00
C -0.235 -2.578 -0.180 0.08 -0.26 0.07
C -0.896 -3.747 -0.607 0.07 0.09 0.05
C -2.037 -3.667 -1.342 -0.03 0.01 -0.02
C -2.537 -2.389 -1.669 0.08 0.06 0.06
C -1.883 -1.269 -1.248 -0.16 0.10 -0.12
N -0.738 -1.334 -0.499 0.13 0.16 0.11
C -2.319 0.082 -1.562 -0.06 -0.19 -0.02
C -3.454 0.332 -2.325 0.02 0.08 0.02
C -3.815 1.630 -2.611 0.03 -0.03 0.02
C -3.014 2.646 -2.121 0.00 0.00 0.00
C -1.904 2.329 -1.367 0.04 0.06 -0.08
N -1.542 1.066 -1.072 0.08 0.03 0.00
H 4.133 -2.194 2.650 0.00 0.01 0.00
H 3.287 -4.507 2.077 0.00 -0.01 0.00
H 1.223 -4.686 0.739 0.02 -0.01 0.01
H 2.921 -0.260 1.884 0.02 -0.02 0.01
H -0.480 -4.705 -0.339 -0.02 -0.01 -0.01
H -2.552 -4.556 -1.674 0.01 -0.01 0.01
H -3.435 -2.302 -2.258 -0.01 0.01 -0.01
H -4.047 -0.489 -2.693 0.00 -0.01 0.00
H -4.694 1.842 -3.203 -0.01 0.00 0.00
H -3.232 3.687 -2.308 0.00 0.00 0.00
H -1.290 3.121 -0.988 -0.03 0.00 -0.03
O 3.193 5.662 2.339 0.07 -0.01 0.04
C 2.621 4.708 1.926 -0.07 0.01 -0.03
C 3.066 3.224 2.060 -0.04 -0.08 -0.04
O 4.043 2.786 2.593 0.04 0.10 0.04
C 1.998 2.451 1.370 0.02 0.01 0.04
C 0.980 3.283 0.854 0.00 0.00 -0.02
O 0.041 2.728 0.260 0.00 -0.01 0.24
C 1.273 4.730 1.146 0.01 -0.12 -0.01
O 0.622 5.683 0.845 0.01 0.04 0.00
O 1.879 1.210 1.200 0.12 0.18 -0.07
```
Forces are in eV/Å.

Values from the calculation:
E_tot, eV: -38623.658
LUMO energy (spin up / spin down), eV: -5.29 / -6.33
HOMO-LUMO gap (spin up / spin down), Eh: 0.146 / 0.212
2S+1: 5
Largest force on an atom, eV Å⁻¹: 0.550
Charge: +1